1.
18
Properties=species:S:1:pos:R:3:mulliken_charge:R:1 method="wB97M-V/def2-TZVPD" multiplicity=2 homo_energy_ha="-0.48358 / -0.47928" total_charge=+1 homo_lumo_gap_ha="0.3113 / 0.1839" e_tot_ha=-1046.93732
S -0.2201 -1.6715 -0.2069 0.1938
H 0.7057 0.7361 2.2207 0.4000
H -0.6466 0.2972 1.3684 0.3371
O 4.2357 2.1517 1.2635 -0.6342
H -0.4937 1.8104 -0.2210 0.1627
H -3.7880 -0.9486 -1.5340 0.3504
N 0.1649 1.9885 0.5290 -0.4720
C 0.3633 0.7223 1.1813 -0.5659
S -1.4893 -0.3862 -1.2581 0.1643
H 1.3821 -0.0245 -0.5837 0.3577
H 1.8637 -0.9459 0.8720 0.4092
C -3.1664 -0.6694 -0.6816 -0.7256
H -0.0617 2.7990 1.0759 0.2445
H 5.1670 1.9490 1.3621 0.3203
C 1.0415 -0.4175 0.3918 -0.4947
H -3.2109 -1.4418 0.0844 0.3335
H 4.1313 2.2458 0.3068 0.3165
H -3.4869 0.2578 -0.1912 0.3024



2.
16
Properties=species:S:1:pos:R:3:mulliken_charge:R:1 method="wB97M-V/def2-TZVPD" smiles=C[NH+](C)CP homo_energy_ha=-0.52035 total_charge=+1 homo_lumo_gap_ha=0.3956 e_tot_ha=-516.67172
H 0.8291 2.0864 -0.7926 0.3902
H 1.7826 0.7183 0.8252 0.4051
H -0.8491 1.9959 -0.8302 0.3368
H -1.7804 -0.1391 0.6558 0.3819
H -0.1302 1.8390 0.7894 0.4679
H -1.6434 -2.8533 0.9643 0.1133
C -0.7104 -0.5567 0.6022 -0.6423
H 0.0460 -0.0660 -1.3130 0.4215
C 1.7907 -0.1583 0.1604 -0.7318
H 1.8779 -1.0785 0.6037 0.3961
H -2.3102 -2.0745 -0.7023 0.1081
H 2.4731 -0.1025 -0.6643 0.2976
C -0.0005 1.6642 -0.2497 -0.9889
H -0.1722 -0.4910 1.6053 0.4109
N 0.1186 0.1948 -0.2740 -0.2493
P -0.9458 -2.2789 -0.1756 -0.1171